a | {"formula": "C3H4BrNO2", "method": "wB97M-V/def2-TZVPD", "elements": ["N", "O", "H", "O", "H", "H", "C", "H", "Br", "C", "C"], "coordinates": [[1.753, 0.902, 0.069], [-0.249, -0.648, -1.575], [-0.952, 0.722, 1.013], [1.228, 1.908, -0.187], [-0.661, -1.002, 0.811], [-2.354, -0.515, 0.824], [-1.114, -0.162, -0.975], [-1.558, 0.651, -1.617], [2.938, -1.634, 0.501], [-1.353, -0.265, 0.476], [2.322, 0.042, 0.660]], "nbo_charge": [0.2054, -0.5252, 0.2504, -0.3481, 0.2266, 0.2416, 0.4348, 0.1037, 0.2045, -0.7352, -0.0584], "smiles": "[O-][N+]#CBr.CC=O", "spin_multiplicity": 1, "homo_ev": -9.70}

b | {"formula": "C3H4BrNO2", "method": "wB97M-V/def2-TZVPD", "elements": ["H", "O", "Br", "H", "C", "H", "C", "N", "O", "C", "H"], "coordinates": [[0.920, -0.379, 1.079], [2.360, 0.615, -3.777], [2.709, -1.548, -1.617], [-0.768, 0.174, 0.962], [1.157, 0.280, -1.790], [-0.543, 1.303, -0.982], [0.203, 0.517, -0.817], [1.426, 0.997, -3.081], [0.636, 1.875, -3.257], [0.053, -0.335, 0.393], [0.052, -1.312, 0.095]], "nbo_charge": [0.2536, -0.3299, -0.1140, 0.2335, 0.1542, 0.2587, -0.1803, 0.4789, -0.3402, -0.6690, 0.2544], "smiles": "C/C=C(\\Br)[N+](=O)[O-]", "spin_multiplicity": 1, "homo_ev": -10.40}

Energies relative to the most stable structure are a 0.0; b 22.5, reported in kcal/mol.

a | {"formula": "C4H10", "method": "wB97M-V/def2-TZVPD", "elements": ["H", "H", "H", "H", "H", "H", "H", "H", "C", "H", "C", "C", "C", "H"], "coordinates": [[0.482, -0.300, 2.643], [0.925, 1.709, 1.142], [1.065, 1.303, -0.733], [-0.626, -0.583, -1.949], [-1.985, -0.381, -0.741], [2.541, 0.061, 0.884], [-2.252, 0.067, -2.380], [-0.090, -1.874, 1.822], [1.118, 1.027, 0.302], [-1.044, 1.044, -1.349], [0.584, -0.297, 0.523], [0.179, -0.821, 1.728], [-1.471, 0.064, -1.592], [0.575, -1.019, -0.299]], "nbo_charge": [0.1815, 0.2228, 0.2172, 0.2066, 0.2273, 0.1264, 0.2169, 0.2004, -0.4329, 0.2066, -0.2344, -0.4912, -0.8539, 0.2065], "spin_multiplicity": 1, "homo_ev": -8.08}

b | {"formula": "C4H10", "method": "wB97M-V/def2-TZVPD", "elements": ["C", "H", "H", "H", "H", "H", "H", "H", "H", "C", "H", "C", "H", "C"], "coordinates": [[1.945, 0.894, -0.421], [-0.196, -2.090, 1.284], [1.135, 0.230, -0.768], [1.437, 1.753, 0.019], [0.198, -1.823, -0.458], [-2.285, -1.646, 0.043], [2.609, 1.242, -1.204], [-1.108, 0.055, 1.641], [2.429, 0.369, 0.393], [-1.302, 0.736, -0.293], [-1.628, 0.490, -1.293], [-0.451, -1.568, 0.371], [-1.758, 1.626, 0.103], [-1.024, -0.268, 0.583]], "nbo_charge": [-0.8505, 0.2091, 0.2127, 0.2188, 0.2192, 0.1304, 0.2130, 0.2098, 0.2048, -0.5083, 0.1871, -0.3877, 0.1974, -0.2558], "spin_multiplicity": 1, "homo_ev": -7.99}

c | {"formula": "C4H10", "method": "wB97M-V/def2-TZVPD", "elements": ["H", "C", "C", "C", "H", "H", "H", "C", "H", "H", "H", "H", "H", "H"], "coordinates": [[0.908, -0.542, -1.475], [-0.094, -1.491, 0.838], [0.154, -0.189, 1.146], [-0.843, 0.840, 0.904], [1.084, 0.504, -2.876], [-1.512, 0.779, 0.056], [-1.557, -0.135, 2.209], [0.724, 0.489, -1.853], [1.234, 1.195, -1.173], [-0.737, 1.795, 1.397], [0.784, -2.113, 0.965], [-0.364, 0.611, -1.872], [1.117, 0.092, 1.547], [-0.896, -1.836, 0.190]], "nbo_charge": [0.2275, -0.4772, -0.2310, -0.4716, 0.2150, 0.2181, 0.1405, -0.8587, 0.2125, 0.2144, 0.1945, 0.2051, 0.2141, 0.1968], "spin_multiplicity": 1, "homo_ev": -8.07}

Energies relative to the most stable structure are a 3.6; b 12.8; c 0.0, reported in kcal/mol.